No. 1
Entry from OMol25: a structure of composition C49H59BBrN2O3PSSiV in a non-equilibrium geometry (ωB97M-V/def2-TZVPD).

As for the orbital gap: 5.9 eV. The value obtained for the energy relative to the best compared isomer or geometry (same formula, charge and spin) is 0.0 kcal per mole. As for the net charge: +1.

Each line ends with the Mulliken charge.
Atoms and positions in Å:
V 0.10431 0.53691 0.36419  -1.512
O 0.81171 1.55936 2.68477  -0.512
S 0.68475 0.15907 3.03794  2.174
O 1.76340 -0.50131 3.66990  -0.688
O 0.26791 -0.58487 1.68997  -0.654
C -0.82917 0.00509 3.87955  0.142
C -0.92027 -0.76134 5.02641  -0.541
C -2.15808 -0.85997 5.64756  -0.853
C -3.25864 -0.21410 5.10668  -0.807
C -3.15163 0.53572 3.93646  0.102
C -1.92964 0.66683 3.29698  -0.750
P -1.71232 1.61233 1.72280  1.894
C -3.38436 1.63387 1.01665  0.802
C -3.94423 2.82096 0.54828  -0.908
C -5.23636 2.82445 0.03471  -0.665
C -5.97616 1.65175 -0.00582  -0.651
C -5.41834 0.46330 0.44718  -0.947
C -4.12241 0.44986 0.93915  -0.384
C -1.38969 3.33184 2.19875  0.581
C -2.13089 3.89603 3.23205  -0.508
C -1.91650 5.21747 3.59666  -0.819
C -0.96797 5.97926 2.92689  -0.627
C -0.22922 5.41892 1.89516  -0.823
C -0.43252 4.09360 1.53489  -0.225
H -0.03875 -1.26022 5.41693  0.611
H -2.26080 -1.44104 6.55609  0.446
H -4.22284 -0.29750 5.59534  0.463
H -4.03214 1.00909 3.52246  0.552
H -3.38231 3.74621 0.59272  0.441
H -5.66863 3.75280 -0.32110  0.444
H -6.98614 1.66169 -0.39810  0.416
H -5.99265 -0.45555 0.41614  0.470
H -3.70179 -0.47837 1.29893  0.369
H -2.88143 3.31705 3.75344  0.335
H -2.49075 5.65043 4.40665  0.438
H -0.80014 7.00947 3.21572  0.404
H 0.51049 6.01182 1.36857  0.494
H 0.16861 3.65615 0.75133  0.190
Br -0.77742 1.92335 -1.25253  -0.375
C 4.71944 3.89091 -0.71705  -0.954
Si 4.53808 2.60953 0.59241  -0.340
C 6.03996 1.55882 0.70826  -1.005
C 4.11173 3.33843 2.23784  -0.884
C 3.02545 1.59911 0.18509  -0.243
C 1.90804 1.10592 0.06606  1.026
H 5.51729 4.58980 -0.43612  0.391
H 3.79362 4.46163 -0.85060  0.296
H 4.98815 3.44282 -1.67943  0.299
H 6.88592 2.20791 0.95930  0.450
H 6.27119 1.04859 -0.23301  0.336
H 5.94185 0.80431 1.49640  0.301
H 5.00794 3.74141 2.72464  0.444
H 3.67921 2.57113 2.88713  0.217
H 3.37918 4.14809 2.13801  0.243
C 2.79536 -1.10299 -4.34898  -1.681
C 2.15685 0.05867 -3.58073  2.669
C 3.04027 1.30290 -3.65538  -1.853
C 0.74138 0.30802 -4.06768  0.326
C 0.51478 1.11136 -5.17801  -0.779
C -0.76988 1.31603 -5.66218  -1.581
C -1.85124 0.72278 -5.03267  -0.619
C -1.67453 -0.08430 -3.91040  0.648
C -2.88053 -0.72531 -3.24585  2.064
C -3.39025 -1.91286 -4.06788  -1.678
C -4.00489 0.28780 -3.02583  -1.521
C -0.37281 -0.27165 -3.44603  -0.350
N -0.14883 -1.20269 -2.36077  1.076
B 0.04672 -1.11712 -0.92344  2.973
N 0.36066 -2.48934 -0.52333  1.279
C 0.33405 -3.27425 -1.66215  -1.666
C 0.01995 -2.52605 -2.73810  -1.450
C 0.80161 -3.12194 0.70964  -0.479
C 2.15535 -2.99043 1.04937  0.493
C 2.58237 -3.54064 2.25291  -0.361
C 1.70216 -4.21394 3.08281  -1.344
C 0.37439 -4.34958 2.70999  -1.249
C -0.11175 -3.80923 1.51839  0.709
C -1.59741 -4.02805 1.22390  0.199
C -2.42101 -2.73934 1.28361  -0.765
C -1.90761 -4.79910 -0.06565  -1.654
C 3.15775 -2.28212 0.14312  2.834
C 4.27329 -1.58034 0.92313  -2.116
C 3.78350 -3.26246 -0.86267  -1.689
H 3.80041 -1.30873 -3.96585  0.416
H 2.88084 -0.85886 -5.41360  0.393
H 2.20617 -2.01976 -4.25809  0.252
H 2.10463 -0.22878 -2.53663  -1.017
H 2.56259 2.16616 -3.18142  0.378
H 3.28439 1.56882 -4.68931  0.444
H 3.98198 1.11126 -3.13569  0.382
H 1.35703 1.57261 -5.68615  0.394
H -0.92548 1.93470 -6.54015  0.371
H -2.85158 0.88358 -5.42486  0.413
H -2.57273 -1.09912 -2.26896  -0.805
H -3.71071 -1.57934 -5.06027  0.358
H -4.24815 -2.38357 -3.57586  0.425
H -2.61818 -2.67526 -4.20221  0.301
H -4.43846 0.61537 -3.97615  0.401
H -3.65147 1.17322 -2.48856  0.211
H -4.80822 -0.16862 -2.44433  0.445
H 0.53528 -4.33361 -1.61680  0.621
H -0.06084 -2.82587 -3.77202  0.814
H 3.61887 -3.43537 2.55208  0.364
H 2.05002 -4.62997 4.02250  0.444
H -0.31253 -4.89013 3.35452  0.420
H -1.94541 -4.64923 2.04709  0.754
H -2.09986 -2.03302 0.51578  -0.235
H -2.33121 -2.25749 2.26231  0.215
H -3.48014 -2.96018 1.10995  0.657
H -1.94915 -4.13749 -0.93426  0.218
H -2.88260 -5.28747 0.02078  0.494
H -1.16563 -5.57728 -0.25713  0.362
H 2.62705 -1.51164 -0.41451  -1.637
H 4.98081 -2.29656 1.35074  0.387
H 3.87621 -0.96171 1.73452  0.365
H 4.83918 -0.93358 0.24613  0.404
H 4.27743 -4.08032 -0.32918  0.391
H 4.53682 -2.75110 -1.47182  0.443
H 3.04884 -3.69431 -1.54105  0.221

Atoms 1-6, force components in eV/Å:
V 0.131 1.736 -2.182
O 0.190 -0.308 0.024
S -0.013 0.245 0.119
O 0.009 -0.301 0.065
O 0.525 -1.146 1.948
C -0.358 0.026 -0.041



No. 2
Entry from OMol25: a structure of composition C49H60GeN3O6PRbS in a non-equilibrium geometry (ωB97M-V/def2-TZVPD).

As for the orbital gap: 4.8 eV. The value obtained for the energy relative to the best compared isomer or geometry (same formula, charge and spin) is 65.7 kcal per mole. As for the net charge: -1.

Each line ends with the Mulliken charge.
Atoms and positions in Å:
Rb 6.31368 12.31858 24.90310  0.718
O 4.23263 16.32084 22.92861  -0.816
C 4.87600 15.61677 23.69817  -0.119
N 4.47425 14.69634 24.64448  -0.150
C 3.07780 14.67743 24.64005  -0.989
C 2.49396 13.57857 23.72323  0.646
C 1.41190 13.89932 22.91048  -0.286
C 0.62982 12.83164 22.38665  -0.935
C 1.13514 11.55367 22.47291  -0.085
C 2.30762 11.33494 23.27293  -0.167
N 2.94549 12.33549 23.86674  -0.032
C 6.33149 15.76257 23.50152  0.434
C 6.76705 16.83652 22.66415  -0.615
C 8.09483 17.08681 22.57272  -0.285
C 9.00697 16.27934 23.31420  -0.902
C 8.52735 15.23599 24.00446  -0.014
N 7.21388 14.94138 24.07351  0.263
H 2.69255 15.63431 24.19979  0.291
H 2.66955 14.62683 25.67609  0.362
H 0.99038 14.90587 22.72998  0.271
H -0.42632 12.89479 22.07497  0.349
H 0.70752 10.75707 21.85268  0.299
H 2.67349 10.28984 23.45635  0.217
H 6.03554 17.35931 22.06505  0.412
H 8.39899 17.93482 21.97529  0.420
H 10.03805 16.60904 23.41150  0.355
H 9.24892 14.51028 24.50449  0.225
O 5.42582 9.28753 25.89829  -0.375
H 4.79381 9.83041 26.32744  0.249
H 4.98084 8.51010 25.53737  0.198
O -2.95485 5.05054 19.57509  -0.499
C -2.98639 5.77457 20.67403  0.542
O -3.81200 5.55344 21.56494  -0.649
C -1.93703 6.83673 20.80817  0.582
C -0.97587 7.15306 19.80434  -0.763
C 0.22574 7.71599 20.13798  -0.658
C 0.59985 7.85367 21.52196  -0.021
S 2.20938 7.89862 21.91111  -0.403
C -0.45068 7.78810 22.46256  -0.261
C -1.71118 7.30279 22.09296  -0.397
H -2.11543 5.26612 19.07013  0.343
H -1.23504 6.94991 18.70203  0.161
H 0.96911 8.04280 19.44029  0.437
H -0.28669 8.05501 23.52374  0.326
H -2.44320 7.12131 22.89489  0.331
C 3.57041 15.96971 18.97658  -1.340
C 2.73327 14.91417 19.78073  -0.336
C 3.28260 13.43945 19.72518  -0.326
C 4.60279 13.20211 20.48930  -0.458
Ge 5.11926 11.27608 20.31702  0.148
C 5.58052 10.85928 18.45170  -0.794
C 5.18762 11.97374 17.45833  -0.529
C 5.84127 11.77072 16.05809  -0.722
C 5.17350 12.79277 15.02836  -1.276
H 3.04452 16.95115 18.86653  0.391
H 3.78953 15.69963 17.98224  0.371
H 4.52259 16.14517 19.49007  0.213
H 1.70061 14.97272 19.42702  0.454
H 2.68521 15.23188 20.82305  -0.107
H 3.55776 13.31057 18.65729  -0.140
H 2.55540 12.71444 20.02592  0.473
H 4.49199 13.54311 21.54437  -0.182
H 5.42856 13.72426 20.02230  0.788
H 3.78601 10.60803 20.67257  -0.415
H 5.05916 9.89715 18.22328  0.438
H 6.67916 10.72702 18.31711  0.353
H 5.50067 12.93900 17.82690  0.296
H 4.09804 12.09820 17.34624  0.504
H 5.69702 10.74345 15.80277  0.445
H 6.89967 11.93922 16.10901  0.410
H 4.09227 12.69721 14.91388  0.328
H 5.62120 12.49439 14.04743  0.387
H 5.43478 13.79914 15.32674  0.313
C 7.36039 8.88357 20.98240  -1.543
C 7.72343 10.32952 21.31016  1.689
C 8.69745 10.97370 20.25968  -1.597
C 8.41551 10.59248 22.66507  -1.273
O 6.45823 11.14239 21.46269  0.107
H 8.29186 8.30294 20.96628  0.455
H 6.86422 8.80229 19.97824  0.281
H 6.73130 8.60148 21.80776  0.356
H 9.24381 10.26838 19.62857  0.360
H 9.46655 11.61598 20.67837  0.388
H 8.13662 11.60485 19.57774  0.328
H 9.37778 10.00103 22.83033  0.313
H 7.74892 10.34073 23.47367  -0.067
H 8.67351 11.63643 22.78837  0.440
O 7.58922 11.35016 26.96817  -0.019
P 7.91968 10.81842 28.31288  0.983
C 8.55363 12.12090 29.28044  0.427
C 8.27890 12.35390 30.65118  -0.267
C 8.82650 13.46213 31.28203  -0.485
C 9.75407 14.26648 30.66687  -0.485
C 10.00500 14.02140 29.30454  -0.371
C 9.30362 13.12253 28.56453  -0.674
C 9.03783 9.51271 28.41547  0.199
C 9.40965 8.87531 29.65434  -0.295
C 10.43219 7.93080 29.68600  -0.743
C 11.19007 7.67251 28.54094  -0.386
C 10.86969 8.35511 27.36511  -0.560
C 9.72148 9.15892 27.24333  -0.587
C 6.37685 10.21826 29.04315  0.422
C 5.22304 10.97301 29.04658  -0.240
C 3.98475 10.37407 29.35546  -0.785
C 3.91552 9.08075 29.82655  -0.515
C 5.10322 8.34248 29.94862  -0.744
C 6.28257 8.87714 29.47996  -0.605
H 7.55632 11.75277 31.27960  0.227
H 8.44937 13.62900 32.25613  0.443
H 10.29873 15.07980 31.16734  0.353
H 10.78141 14.65765 28.81893  0.318
H 9.36479 13.22135 27.49530  0.435
H 8.85328 9.00600 30.58146  0.469
H 10.63733 7.33031 30.58829  0.342
H 12.02368 6.94117 28.54179  0.355
H 11.59322 8.16216 26.54189  0.329
H 9.40258 9.41500 26.22649  0.483
H 5.30464 12.01374 28.70608  0.436
H 3.10317 11.03106 29.46996  0.373
H 2.94301 8.66068 29.95699  0.421
H 5.03234 7.38065 30.49774  0.323
H 7.14068 8.23801 29.50830  0.488

Atoms 1-6, force components in eV/Å:
Rb -0.838 0.237 -0.605
O -1.737 0.836 -0.773
C 0.214 -2.839 1.972
N 2.313 2.059 -1.832
C -1.963 0.430 -0.646
C -0.435 1.363 0.544



Across the entries above, highest occupied orbital energy takes the values -10.58 -3.60 eV, respectively.